The following is a quantum chemistry calculation of a single C4H5NO molecule in a non-equilibrium geometry, from the OMol25 dataset.

The SMILES is CCC(=O)C#N. For the strongest force on any atom, the calculation gives 1.1 eV/A. The energy above the lowest of the compared OMol25 structures with the same formula, charge and spin is 76.4 kJ/mol. For the total energy, the calculation gives -285.3855 hartree. For the HOMO energy, the calculation gives -11.2 eV. As for the gap between HOMO and LUMO: 10.8867 eV.

```
! RIJCOSX wB97M-V def2-TZVPD def2/J DEFGRID3
* xyz 0 1
C -1.5004 0.2258 -0.2677
C -0.0909 -0.3509 -0.4273
C 0.8102 0.0025 0.7337
O 0.4394 0.1863 1.8660
C 2.2580 0.0981 0.4191
N 3.3790 0.2111 0.1568
H -1.7002 0.4383 0.7865
H -2.2597 -0.4756 -0.6228
H -1.6083 1.1577 -0.8319
H 0.3839 -0.0435 -1.3642
H -0.1111 -1.4498 -0.4483
*
```

Okay, here come the Löwdin numbers, in e, for every atom: number 1, C, carries -0.08; number 2, C, carries -0.18; number 3, C, carries -0.40; number 4, O, carries 0.12; number 5, C, carries -0.11; number 6, N, carries 0.17; number 7, H, carries 0.07; number 8, H, carries 0.08; number 9, H, carries 0.08; number 10, H, carries 0.12; number 11, H, carries 0.13